1.
An isolated molecule of C4H9NO, computed with ωB97M-V with the def2-TZVPD basis set.

Summary:
SMILES: CC(=O)N(C)C
Charge: 0
Total energy in eV: -7831.7345
LUMO in eV: 0.8
Frontier orbital gap in eV: 10.0
ΔE to the lowest compared entry with this formula, charge and spin in kcal per mole: 13.5

Each line ends with the natural charge from an NBO analysis.
Element x y z (Å)
C 0.70 1.37 1.27  -0.7141
C 0.73 0.80 -0.13  0.6815
O 1.43 1.31 -1.00  -0.6328
N -0.07 -0.28 -0.38  -0.4433
C -0.11 -0.83 -1.72  -0.4168
C -0.92 -0.88 0.63  -0.4094
H 0.75 0.60 2.05  0.2190
H 1.54 2.06 1.37  0.2448
H -0.23 1.93 1.43  0.2297
H 0.04 -1.92 -1.69  0.1911
H 0.68 -0.37 -2.30  0.2496
H -1.08 -0.62 -2.21  0.1899
H -0.33 -1.33 1.45  0.1977
H -1.62 -0.16 1.07  0.2000
H -1.50 -1.68 0.16  0.2132

2.
A 2-piece molecular cluster, C4H9NO overall, computed with ωB97M-V with the def2-TZVPD basis set.

Summary:
Charge: 0
Total energy in eV: -7828.1690
LUMO (spin up / spin down) in eV: -0.1 / -0.1
Frontier orbital gap (spin up / spin down) in eV: 7.5 / 7.5
ΔE to the lowest compared entry with this formula, charge and spin in kcal per mole: 95.7

Each line ends with the natural charge from an NBO analysis.
Element x y z (Å)
C -0.79 1.34 0.00  -0.4373
N -0.57 -0.07 0.30  -0.2942
C -1.35 -0.97 -0.15  0.0413
C 0.84 -0.64 0.82  0.5592
O 0.72 -1.67 1.47  -0.6728
C 1.83 0.06 0.20  -0.7130
H -1.84 1.59 0.18  0.2184
H -0.16 1.94 0.65  0.2389
H -0.53 1.54 -1.04  0.2236
H -2.21 -0.71 -0.76  0.1914
H -1.09 -2.01 0.06  0.2436
H 0.24 -1.16 -1.94  -0.0699
H 2.82 -0.36 0.21  0.2291
H 1.68 1.00 -0.31  0.2006
H 0.85 -0.90 -1.58  0.0411

3.
C4H9NO as an isolated structure at a distorted geometry, computed with ωB97M-V with the def2-TZVPD basis set.

Summary:
Charge: 0
Total energy in eV: -7827.1010
LUMO in eV: 0.8
Frontier orbital gap in eV: 10.0
ΔE to the lowest compared entry with this formula, charge and spin in kcal per mole: 120.4

Each line ends with the natural charge from an NBO analysis.
Element x y z (Å)
C -0.50 1.32 -0.38  -0.2452
C -0.58 -0.16 0.09  -0.2323
C 0.61 -1.15 -0.20  -0.4788
C 0.21 -0.80 1.21  0.0491
H -1.32 0.11 -2.27  0.3436
H 0.42 0.90 -2.01  0.3447
H -1.18 2.00 0.24  0.2010
H 0.54 1.72 -0.16  0.2044
H -1.56 -0.47 -0.07  0.2099
H 1.65 -0.77 -0.37  0.2364
H 0.38 -2.28 -0.42  0.2281
H -0.47 -1.42 1.75  0.1828
H 1.59 -0.40 2.46  0.4664
N -0.78 1.25 -1.88  -0.8031
O 0.99 0.17 2.00  -0.7070

4.
An isolated molecule of C4H9NO, computed with ωB97M-V with the def2-TZVPD basis set.

Summary:
SMILES: CC/N=C/OC
Charge: 0
Total energy in eV: -7830.6640
LUMO in eV: 1.1
Frontier orbital gap in eV: 10.6
ΔE to the lowest compared entry with this formula, charge and spin in kcal per mole: 38.2

Each line ends with the natural charge from an NBO analysis.
Element x y z (Å)
C 2.32 0.79 0.54  -0.6154
C 1.32 0.10 -0.38  -0.2278
N -0.07 0.16 0.03  -0.5129
C -0.63 -0.95 0.22  0.4164
O -1.95 -1.15 0.27  -0.4998
C -2.76 -0.09 -0.25  -0.2667
H 1.92 1.72 0.94  0.2159
H 2.61 0.14 1.38  0.2032
H 3.23 1.02 -0.02  0.2095
H 1.64 -0.94 -0.55  0.1613
H 1.35 0.59 -1.36  0.1923
H -0.10 -1.91 0.32  0.1423
H -3.57 -0.56 -0.81  0.1875
H -2.15 0.55 -0.90  0.2082
H -3.16 0.52 0.56  0.1860

5.
An isolated molecule of C4H9NO, computed with ωB97M-V with the def2-TZVPD basis set.

Summary:
SMILES: CN(C)CC=O
Charge: 0
Total energy in eV: -7830.3248
LUMO in eV: 1.0
Frontier orbital gap in eV: 10.1
ΔE to the lowest compared entry with this formula, charge and spin in kcal per mole: 46.0

Each line ends with the natural charge from an NBO analysis.
Element x y z (Å)
C -1.21 -0.87 0.34  -0.4145
N -0.28 0.25 0.39  -0.4344
C -0.89 1.45 -0.18  -0.4122
C 0.89 -0.16 -0.39  -0.3430
C 2.08 -0.53 0.42  0.4458
O 3.21 -0.38 0.02  -0.5190
H -1.24 -1.26 -0.68  0.1646
H -2.22 -0.58 0.66  0.2037
H -0.86 -1.67 1.00  0.1997
H -1.83 1.66 0.34  0.2034
H -0.22 2.30 -0.03  0.2056
H -1.09 1.35 -1.26  0.1660
H 1.18 0.60 -1.12  0.2219
H 0.66 -1.12 -0.87  0.2068
H 1.82 -1.04 1.37  0.1057

6.
A 2-piece molecular cluster, C4H9NO overall at a distorted geometry, computed with ωB97M-V with the def2-TZVPD basis set.

Summary:
SMILES: CC(N)=O.C=C
Charge: 0
Total energy in eV: -7830.8887
LUMO in eV: 1.0
Frontier orbital gap in eV: 10.3
ΔE to the lowest compared entry with this formula, charge and spin in kcal per mole: 33.0

Each line ends with the natural charge from an NBO analysis.
Element x y z (Å)
C -2.51 -0.08 0.10  -0.7140
C -1.11 -0.10 -0.46  0.6728
N -0.45 1.08 -0.44  -0.8392
O -0.54 -1.13 -0.79  -0.6278
H -2.48 0.06 1.18  0.2280
H -3.01 -1.02 -0.13  0.2399
H -3.09 0.74 -0.34  0.2189
H 0.61 1.01 -0.50  0.4270
H -0.87 1.87 0.02  0.3866
C 1.99 -1.02 0.14  -0.2847
C 2.38 0.26 0.27  -0.5071
H 2.14 -1.57 -0.77  0.2036
H 1.57 -1.57 0.97  0.1961
H 2.39 0.74 1.24  0.1984
H 2.98 0.74 -0.49  0.2015

7.
An isolated molecule of C4H9NO at a distorted geometry, computed with ωB97M-V with the def2-TZVPD basis set.

Summary:
SMILES: CCC(=O)NC
Charge: 0
Total energy in eV: -7829.5294
LUMO in eV: 0.9
Frontier orbital gap in eV: 10.4
ΔE to the lowest compared entry with this formula, charge and spin in kcal per mole: 64.4

Each line ends with the natural charge from an NBO analysis.
Element x y z (Å)
C 1.40 -0.63 -0.14  -0.5792
C 1.33 1.05 0.34  -0.4821
C -0.05 0.65 0.64  0.6527
O -0.16 0.20 1.77  -0.6652
N -1.03 0.60 -0.31  -0.6228
C -1.95 -0.51 -0.26  -0.4281
H 0.59 -1.39 0.03  0.2318
H 1.45 -0.56 -1.23  0.1975
H 2.27 -1.05 0.32  0.2263
H 1.65 1.59 1.27  0.2475
H 1.87 1.49 -0.49  0.2162
H -0.79 0.94 -1.23  0.3823
H -1.63 -1.34 -0.91  0.1790
H -1.97 -0.86 0.77  0.2421
H -2.95 -0.19 -0.56  0.2021

8.
An isolated molecule of C4H9NO at a distorted geometry, computed with ωB97M-V with the def2-TZVPD basis set.

Summary:
SMILES: CC(C)NC=O
Charge: 0
Total energy in eV: -7830.6698
LUMO in eV: 1.0
Frontier orbital gap in eV: 10.7
ΔE to the lowest compared entry with this formula, charge and spin in kcal per mole: 38.1

Each line ends with the natural charge from an NBO analysis.
Element x y z (Å)
C 0.14 -0.07 1.82  -0.6276
C -0.37 0.14 0.31  -0.0446
C -0.49 -1.25 -0.36  -0.6253
N 0.64 0.92 -0.43  -0.6484
C 0.35 1.19 -1.79  0.5474
O -0.66 0.84 -2.26  -0.5839
H 0.88 -0.98 1.77  0.2084
H -0.78 -0.49 2.25  0.2208
H 0.63 0.80 2.38  0.2187
H -1.30 0.67 0.31  0.1953
H -1.34 -1.41 -0.97  0.2274
H 0.38 -1.55 -1.03  0.2175
H -0.47 -2.06 0.30  0.2024
H 1.24 1.42 0.11  0.3852
H 1.16 1.84 -2.40  0.1067

9.
An isolated molecule of C4H9NO, computed with ωB97M-V with the def2-TZVPD basis set.

Summary:
SMILES: CCCC(N)=O
Charge: 0
Total energy in eV: -7832.2523
LUMO in eV: 0.9
Frontier orbital gap in eV: 10.7
ΔE to the lowest compared entry with this formula, charge and spin in kcal per mole: 1.6

Each line ends with the natural charge from an NBO analysis.
Element x y z (Å)
C 2.26 -0.01 -0.39  -0.6035
C 0.77 0.21 -0.66  -0.3936
C -0.16 -0.17 0.50  -0.4964
C -1.54 0.42 0.26  0.6786
N -2.60 -0.41 0.50  -0.8253
O -1.70 1.56 -0.13  -0.6214
H 2.85 0.30 -1.26  0.2133
H 2.49 -1.06 -0.19  0.1983
H 2.59 0.59 0.47  0.2025
H 0.59 1.27 -0.88  0.2282
H 0.47 -0.35 -1.55  0.1966
H -0.20 -1.26 0.63  0.1990
H 0.22 0.26 1.44  0.2271
H -3.53 -0.02 0.37  0.4028
H -2.51 -1.32 0.91  0.3937

10.
An isolated molecule of C4H9NO, computed with ωB97M-V with the def2-TZVPD basis set.

Summary:
Charge: 0
Total energy in eV: -7829.8096
LUMO in eV: 1.1
Frontier orbital gap in eV: 9.6
ΔE to the lowest compared entry with this formula, charge and spin in kcal per mole: 57.9

Each line ends with the natural charge from an NBO analysis.
Element x y z (Å)
C 0.66 -1.42 1.14  -0.6162
C 1.40 -0.69 0.03  -0.2371
N 0.60 -0.50 -1.18  -0.6188
C -0.43 0.33 -1.36  0.2772
O -0.61 1.01 -0.21  -0.5608
C -1.75 1.86 -0.22  -0.2424
H 1.33 -1.61 1.98  0.2095
H 0.26 -2.38 0.79  0.2063
H -0.18 -0.81 1.50  0.2219
H 1.72 0.30 0.39  0.2068
H 2.30 -1.24 -0.26  0.1970
H 0.82 -1.06 -1.98  0.3981
H -2.66 1.26 -0.38  0.1855
H -1.67 2.61 -1.02  0.1877
H -1.79 2.34 0.75  0.1851

Q: Among the records above, which one has the lowest total energy?
A: number 9

Please write out number 3 again, unchanged.
C4H9NO as an isolated structure at a distorted geometry, computed with ωB97M-V with the def2-TZVPD basis set.

Summary:
Charge: 0
Total energy in eV: -7827.1010
LUMO in eV: 0.8
Frontier orbital gap in eV: 10.0
ΔE to the lowest compared entry with this formula, charge and spin in kcal per mole: 120.4

Each line ends with the natural charge from an NBO analysis.
Element x y z (Å)
C -0.50 1.32 -0.38  -0.2452
C -0.58 -0.16 0.09  -0.2323
C 0.61 -1.15 -0.20  -0.4788
C 0.21 -0.80 1.21  0.0491
H -1.32 0.11 -2.27  0.3436
H 0.42 0.90 -2.01  0.3447
H -1.18 2.00 0.24  0.2010
H 0.54 1.72 -0.16  0.2044
H -1.56 -0.47 -0.07  0.2099
H 1.65 -0.77 -0.37  0.2364
H 0.38 -2.28 -0.42  0.2281
H -0.47 -1.42 1.75  0.1828
H 1.59 -0.40 2.46  0.4664
N -0.78 1.25 -1.88  -0.8031
O 0.99 0.17 2.00  -0.7070

Q: total energy of number 7 (C4H9NO)?
A: -7829.5294 eV

Q: Which value of ΔE to the lowest compared entry with this formula, charge and spin does entry 5 give?
A: 46.0 kcal per mole